Record 1
Entry from OMol25: the molecule C14H25NO3SSi2 in a non-equilibrium geometry (the ωB97M-V functional and the def2-TZVPD basis).

Each line ends with the Mulliken charge.
Atoms and positions in Å:
O1 0.620 -0.465 -0.330  -0.195
O2 -0.949 -2.666 0.172  -0.519
O3 -1.480 -1.110 -1.960  -0.470
S1 0.789 0.388 2.685  0.070
C1 0.945 0.609 4.375  -0.581
C2 0.420 1.773 4.733  -0.447
C3 -0.273 2.500 3.681  -0.299
C4 -0.119 1.959 2.458  0.110
N1 0.921 -2.410 -2.153  0.284
C5 1.832 -1.074 -0.302  -0.314
C6 -0.129 -3.719 -0.227  -0.457
C7 -0.585 -0.689 -2.956  0.328
C8 2.177 -1.740 -1.626  -1.117
C9 0.395 -3.728 -1.672  -0.691
C10 0.265 -1.830 -3.353  -1.197
C11 -2.152 0.026 0.514  -0.822
C12 -1.038 4.434 0.978  -1.278
C13 0.780 2.276 -0.469  -0.117
C14 -2.040 1.503 0.022  -1.007
Si1 -0.949 -1.100 -0.413  0.479
Si2 -0.568 2.544 0.862  0.455
H1 1.327 -0.121 5.018  0.453
H2 0.512 2.173 5.771  0.308
H3 -0.672 3.505 3.852  0.347
H4 1.835 -1.848 0.492  0.211
H5 2.553 -0.270 0.017  0.474
H6 -0.708 -4.656 -0.002  0.359
H7 0.682 -3.696 0.485  0.260
H8 0.041 0.113 -2.614  -0.105
H9 -1.123 -0.233 -3.807  0.505
H10 2.603 -1.046 -2.337  0.357
H11 2.973 -2.533 -1.505  0.323
H12 1.079 -4.593 -1.857  0.335
H13 -0.494 -3.935 -2.332  0.281
H14 1.050 -1.582 -4.101  0.393
H15 -0.271 -2.652 -3.813  0.341
H16 -1.931 -0.149 1.571  0.386
H17 -3.039 -0.516 0.106  0.409
H18 -1.281 4.601 0.001  0.370
H19 -0.249 5.142 1.236  0.354
H20 -1.845 4.658 1.689  0.325
H21 0.884 1.283 -0.677  -0.595
H22 1.665 2.743 -0.051  0.368
H23 0.580 2.769 -1.394  0.376
H24 -3.012 2.012 0.236  0.405
H25 -2.018 1.350 -1.005  0.546

Results
LUMO level	0.6892	eV
HOMO-LUMO gap	9.111	eV
net charge	0
relative energy (zero: lowest compared OMol25 entry of this formula, charge and spin)	0.000	eV

Record 2
Entry from OMol25: the molecule C3H4N2O3 in a non-equilibrium geometry (the ωB97M-V functional and the def2-TZVPD basis).

Each line ends with the Mulliken charge.
Atoms and positions in Å:
C1 0.766 -0.669 -0.131  0.151
C2 -1.484 -0.108 -0.024  0.458
C3 0.643 0.695 -0.033  0.369
H1 2.406 -1.229 0.867  0.284
H2 2.602 -1.115 -0.688  0.329
H3 -0.680 -1.899 0.610  0.257
H4 1.097 2.464 0.027  0.363
N1 1.898 -1.469 0.035  -0.642
N2 -0.570 -1.179 -0.099  -0.156
O1 -2.708 -0.054 0.072  -0.551
O2 -0.649 1.039 -0.056  -0.367
O3 1.573 1.616 0.080  -0.496

Results
LUMO level	0.3547	eV
HOMO-LUMO gap	8.476	eV
net charge	0
relative energy (zero: lowest compared OMol25 entry of this formula, charge and spin)	1.245	eV

Record 3
Entry from OMol25: a 2-piece molecular cluster, H7N4P overall in a non-equilibrium geometry (the ωB97M-V functional and the def2-TZVPD basis).

Each line ends with the Mulliken charge.
Atoms and positions in Å:
N1 -1.921 2.108 -1.067  -0.505
N2 2.208 -1.085 1.917  -0.594
N3 -1.746 0.871 -0.492  -0.333
N4 1.544 -1.049 0.776  0.195
P1 1.690 -1.910 -0.578  -0.101
H1 -2.872 2.328 -1.250  0.206
H2 -1.573 2.723 -0.274  0.246
H3 -1.366 0.204 -1.071  0.218
H4 3.053 -1.667 1.684  0.229
H5 -2.618 0.547 -0.168  0.177
H6 0.681 -0.489 0.890  0.279
H7 2.919 -2.579 -0.366  -0.018

Results
LUMO level (spin up / spin down)	-0.1314 / 0.2963	eV
HOMO-LUMO gap (spin up / spin down)	8.134 / 8.127	eV
net charge	0
relative energy (zero: lowest compared OMol25 entry of this formula, charge and spin)	4.344	eV

Record 4
Entry from OMol25: the molecule C3H5N3S in a non-equilibrium geometry (the ωB97M-V functional and the def2-TZVPD basis).

Each line ends with the Mulliken charge.
Atoms and positions in Å:
C1 -0.965 0.075 1.830  -0.286
C2 -1.294 0.207 0.568  0.639
C3 0.893 -0.233 -0.229  -0.755
N1 0.187 0.458 2.484  -0.386
N2 -1.920 0.659 -0.434  -0.650
N3 1.599 0.788 0.206  -0.097
S1 1.426 1.203 1.867  0.078
H1 -1.583 -0.654 2.534  0.247
H2 0.961 -1.195 0.173  0.341
H3 0.835 -0.205 -1.378  0.354
H4 -1.603 0.200 -1.279  0.285
H5 2.081 1.465 -0.303  0.231

Results
LUMO level (spin up / spin down)	-0.0451 / -0.0434	eV
HOMO-LUMO gap (spin up / spin down)	7.365 / 7.367	eV
net charge	0
relative energy (zero: lowest compared OMol25 entry of this formula, charge and spin)	5.292	eV

Record 5
Entry from OMol25: the molecule C3H6N4O2 in a non-equilibrium geometry (the ωB97M-V functional and the def2-TZVPD basis).

Each line ends with the Mulliken charge.
Atoms and positions in Å:
C1 0.935 -1.644 0.911  -0.158
C2 -0.841 0.104 0.101  0.269
C3 -0.440 1.082 -1.051  -1.039
N1 -0.263 -2.080 0.101  -0.336
N2 -0.949 -1.159 -0.219  0.044
N3 0.882 -0.332 1.148  -0.415
N4 0.628 0.118 2.405  1.037
O1 0.825 -0.692 3.306  -0.642
O2 0.262 1.247 2.585  -0.620
H1 0.930 -2.423 1.691  0.308
H2 1.628 -1.817 0.105  0.289
H3 -1.557 0.568 0.810  0.321
H4 0.463 0.759 -1.794  0.233
H5 -0.281 2.115 -0.769  0.341
H6 -1.336 1.290 -1.633  0.367

Results
LUMO level	0.0961	eV
HOMO-LUMO gap	10.133	eV
net charge	0
relative energy (zero: lowest compared OMol25 entry of this formula, charge and spin)	7.588	eV

Record 6
Entry from OMol25: C29H47BN9ORuS4 as an isolated structure (the ωB97M-V functional and the def2-TZVPD basis).

Each line ends with the Löwdin spin population.
Atoms and positions in Å:
Ru1 0.398 3.431 0.378  0.658
C1 5.046 1.278 -1.364  0.000
C2 3.908 0.470 -0.835  0.000
C3 3.962 -0.865 -0.585  0.000
C4 2.834 -1.579 -0.083  0.000
N1 1.710 -0.967 0.186  0.000
N2 1.671 0.357 -0.038  -0.002
B1 0.339 1.080 0.237  -0.009
N3 -0.684 0.751 -0.895  -0.001
N4 -0.392 -0.194 -1.783  0.000
C5 -1.357 -0.571 -2.588  0.000
C6 -2.656 -0.009 -2.476  0.000
C7 -2.949 0.955 -1.554  0.001
C8 -4.296 1.573 -1.374  0.001
C9 -1.859 1.366 -0.758  0.004
S1 -1.876 2.593 0.454  0.019
C10 -1.047 -1.613 -3.646  0.000
C11 -1.173 -0.949 -5.025  0.000
C12 -2.052 -2.767 -3.527  0.000
C13 0.367 -2.159 -3.462  0.000
N5 -0.252 0.499 1.546  0.000
N6 -1.026 -0.584 1.378  0.000
C14 -1.576 -1.112 2.441  0.000
C15 -1.259 -0.623 3.734  0.000
C16 -0.471 0.476 3.894  0.000
C17 -0.146 1.070 5.226  0.000
C18 -0.022 1.101 2.700  -0.001
S2 0.722 2.637 2.664  0.001
C19 -2.579 -2.234 2.189  0.000
C20 -3.232 -2.701 3.490  0.000
C21 -1.872 -3.416 1.522  0.000
C22 -3.667 -1.692 1.251  0.000
C23 2.666 1.079 -0.525  0.000
S3 2.321 2.741 -0.765  -0.007
C24 2.943 -3.074 0.159  0.000
C25 4.082 -3.332 1.155  0.000
C26 1.640 -3.627 0.720  0.000
C27 3.262 -3.760 -1.179  0.000
H1 5.943 0.667 -1.448  0.000
H2 5.253 2.127 -0.711  0.000
H3 4.811 1.678 -2.352  0.000
H4 4.885 -1.404 -0.751  0.000
H5 -3.430 -0.356 -3.150  0.000
H6 -4.996 1.205 -2.120  0.000
H7 -4.229 2.659 -1.450  0.000
H8 -4.694 1.342 -0.383  0.000
H9 -2.178 -0.563 -5.204  0.000
H10 -0.959 -1.681 -5.804  0.000
H11 -0.465 -0.125 -5.133  0.000
H12 -3.078 -2.453 -3.722  0.000
H13 -2.014 -3.225 -2.536  0.000
H14 -1.807 -3.535 -4.261  0.000
H15 1.120 -1.375 -3.556  0.000
H16 0.560 -2.912 -4.226  0.000
H17 0.483 -2.623 -2.481  0.000
H18 -1.682 -1.103 4.605  0.000
H19 -0.528 0.445 6.029  0.000
H20 -0.582 2.067 5.310  0.000
H21 0.932 1.180 5.350  0.000
H22 -2.509 -3.137 4.182  0.000
H23 -3.965 -3.474 3.260  0.000
H24 -3.761 -1.892 4.000  0.000
H25 -1.072 -3.809 2.151  0.000
H26 -1.443 -3.122 0.564  0.000
H27 -2.590 -4.219 1.351  0.000
H28 -4.197 -0.850 1.704  0.000
H29 -4.396 -2.478 1.047  0.000
H30 -3.237 -1.366 0.302  0.000
H31 3.930 -2.783 2.086  0.000
H32 5.060 -3.064 0.753  0.000
H33 4.115 -4.395 1.395  0.000
H34 1.433 -3.231 1.715  0.000
H35 1.713 -4.712 0.792  0.000
H36 0.794 -3.378 0.080  0.000
H37 4.187 -3.388 -1.622  0.000
H38 2.457 -3.614 -1.901  0.000
H39 3.384 -4.831 -1.018  0.000
N7 -0.718 5.242 0.835  -0.002
N8 -0.155 6.094 1.801  0.003
C28 1.180 6.069 1.926  0.007
N9 1.781 7.004 2.646  0.006
S4 2.123 4.855 1.158  0.018
H40 -0.636 5.625 -0.114  0.000
H41 -1.703 5.076 1.028  0.000
H42 -0.710 6.870 2.133  0.000
H43 1.285 7.785 3.048  0.000
H44 2.776 6.956 2.796  0.000
C29 0.031 3.671 -2.642  0.020
O1 -0.104 4.194 -1.333  0.269
H45 0.274 2.608 -2.653  0.000
H46 0.819 4.213 -3.172  0.012
H47 -0.913 3.837 -3.166  0.005

Results
LUMO level (spin up / spin down)	-5.7391 / -6.7353	eV
HOMO-LUMO gap (spin up / spin down)	7.615 / 6.512	eV
multiplicity	2
net charge	+2
relative energy (zero: lowest compared OMol25 entry of this formula, charge and spin)	0.000	eV

Record 7
Entry from OMol25: C33H35N10O2SZn as an isolated structure in a non-equilibrium geometry (the ωB97M-V functional and the def2-TZVPD basis).

Each line ends with the Mulliken charge.
Atoms and positions in Å:
Zn1 -0.203 0.009 -0.094  1.340
C1 1.223 0.257 4.387  -0.913
O1 2.302 0.507 3.425  -0.395
C2 1.780 0.231 2.249  0.293
N1 0.520 -0.007 2.157  0.069
C3 -0.048 0.258 3.490  0.336
C4 -1.160 -0.652 4.001  -0.126
C5 -1.203 -1.025 5.352  -0.776
C6 -2.270 -1.761 5.837  -0.572
C7 -3.269 -2.206 4.981  -0.522
C8 -3.207 -1.876 3.639  -1.068
C9 -2.183 -1.053 3.171  0.281
C10 2.672 0.313 1.043  0.082
C11 4.055 0.493 1.082  -0.847
C12 4.676 0.682 -0.128  -0.549
C13 3.964 0.733 -1.322  -0.931
C14 2.578 0.555 -1.270  -0.303
N2 1.995 0.327 -0.102  0.281
C15 1.565 0.796 -2.312  0.657
N3 0.317 0.571 -2.130  0.550
C16 -0.396 1.014 -3.380  -0.144
C17 0.775 1.281 -4.351  -0.438
O2 1.947 1.266 -3.471  -0.454
C18 -1.430 0.010 -3.830  -0.077
C19 -1.336 -0.838 -4.936  -0.099
C20 -2.344 -1.752 -5.237  -0.853
C21 -3.523 -1.806 -4.473  -0.605
C22 -3.606 -1.008 -3.359  -0.599
C23 -2.583 -0.110 -3.039  -0.548
H1 1.248 1.082 5.093  0.363
H2 1.460 -0.697 4.843  0.492
H3 -0.471 1.275 3.459  0.360
H4 -0.482 -0.666 6.077  0.392
H5 -2.275 -1.951 6.931  0.357
H6 -4.101 -2.800 5.359  0.408
H7 -3.963 -2.261 2.975  0.486
H8 -2.244 -0.737 2.139  0.433
H9 4.598 0.448 2.017  0.615
H10 5.757 0.794 -0.165  0.460
H11 4.430 0.998 -2.255  0.674
H12 -0.878 1.954 -3.137  0.409
H13 0.715 2.277 -4.791  0.266
H14 0.911 0.463 -5.069  0.416
H15 -0.470 -0.846 -5.617  0.177
H16 -2.259 -2.413 -6.084  0.413
H17 -4.270 -2.488 -4.755  0.460
H18 -4.479 -1.047 -2.716  0.420
H19 -2.669 0.535 -2.208  0.599
C24 2.492 4.158 1.957  -0.715
N4 2.805 4.032 0.537  -0.162
C25 1.895 3.749 -0.423  0.075
S1 0.314 3.334 -0.087  -0.123
N5 2.371 3.849 -1.691  -0.111
C26 1.554 4.110 -2.846  -0.788
H20 1.668 3.497 2.184  0.107
H21 2.150 5.174 2.207  0.299
H22 3.334 3.897 2.538  0.355
H23 3.670 4.442 0.252  0.222
H24 3.354 4.092 -1.825  0.288
H25 1.214 5.141 -2.812  0.398
H26 0.693 3.452 -2.904  0.013
H27 2.163 3.951 -3.725  0.362
N6 -1.907 0.970 0.189  -0.507
C27 -2.988 1.388 0.223  1.108
N7 -4.178 1.831 0.238  -0.763
C28 -4.495 2.780 1.124  0.429
N8 -4.804 3.582 1.894  -0.527
C29 -0.049 -5.024 2.131  -1.330
C30 -0.141 -4.163 0.924  0.933
C31 -0.320 -4.443 -0.446  -1.458
C32 -0.321 -3.176 -1.063  0.468
N9 -0.174 -2.217 -0.149  -0.087
N10 -0.040 -2.839 1.039  0.182
C33 -0.452 -2.846 -2.524  -0.659
H28 0.177 -6.069 1.878  0.368
H29 -1.021 -5.036 2.662  0.246
H30 0.695 -4.654 2.809  0.343
H31 -0.419 -5.406 -0.936  0.448
H32 0.003 -2.297 1.887  -0.204
H33 -0.150 -3.750 -3.094  0.418
H34 0.203 -2.040 -2.816  0.061
H35 -1.457 -2.597 -2.809  0.044

Results
LUMO level	-3.4647	eV
HOMO-LUMO gap	6.952	eV
net charge	+1